12
Properties=species:S:1:pos:R:3 method="wB97M-V/def2-TZVPD" total_charge=+1 e_homo_ev="-13.37 / -10.68"
H -1.96174 -1.06876 0.71064
O -1.77110 0.61519 -0.48563
O 0.85130 2.36862 0.24349
C -1.44318 -0.62548 -0.17278
C 1.56898 1.72418 0.88388
H -1.48505 -1.32675 -1.04461
Li -1.00477 2.18739 -0.64606
Mg 3.02171 -0.13335 -0.44224
O 1.31044 -0.70259 -0.81089
C 0.34286 -0.74363 0.19060
H 0.22901 -1.84342 0.31671
H 0.34155 -0.45141 1.25689

---

13
Properties=species:S:1:pos:R:3 method="wB97M-V/def2-TZVPD" total_charge=0 spin_multiplicity=4 e_homo_ev="-5.95 / -8.93"
O -1.29592 0.47678 0.54434
O 0.32636 -1.43964 -0.65989
C 1.37076 -0.97323 -1.44893
C 1.72391 0.44776 -0.99712
O 0.49884 1.08289 -0.61516
C -0.00546 0.64309 0.56485
H 2.27835 -1.59895 -1.34360
H 1.12938 -0.95167 -2.52981
H 2.18199 1.04494 -1.79489
H 2.38613 0.41730 -0.11983
O 0.60143 0.81305 1.64404
Ni -1.48552 -0.98678 -0.81809
Li -1.20052 0.77005 2.58421

---

10
Properties=species:S:1:pos:R:3 method="wB97M-V/def2-TZVPD" total_charge=0 spin_multiplicity=2 e_homo_ev="-7.22 / -9.60"
C -2.62870 0.71962 -0.05872
C -3.15295 -0.60298 0.08715
H -2.03808 0.87004 -0.97386
H -1.99791 1.05166 0.77738
H -3.48242 -1.17239 -0.78376
H -3.45670 -0.97721 1.06646
C -3.85030 2.13942 -0.18832
O -3.39066 3.30714 -0.21837
O -5.07769 1.88248 -0.21760
Li -5.28770 3.85167 -0.35100

---

13
Properties=species:S:1:pos:R:3 method="wB97M-V/def2-TZVPD" total_charge=+3 spin_multiplicity=7 e_homo_ev="-21.46 / -22.21"
O -0.89271 -0.55729 -0.51581
C 0.38814 -0.93048 0.00912
C -1.96189 -0.34173 0.18708
O 0.61065 -2.11263 -0.10792
O 1.05228 0.00546 0.49935
C -3.14581 0.15862 -0.51599
Li 1.68755 -3.59082 0.09048
H -3.84954 -0.67138 -0.66295
H -2.82968 0.50626 -1.51054
Sm 2.35543 2.17512 -0.13441
O -1.98142 -0.36274 1.45504
H -2.90627 -0.53064 1.78513
H -3.60225 0.92286 0.15418

---

13
Properties=species:S:1:pos:R:3 method="wB97M-V/def2-TZVPD" total_charge=+1 spin_multiplicity=4 e_homo_ev="-10.89 / -13.46"
O 0.92820 -0.69140 -0.55812
O -0.61326 1.03584 0.96948
C -1.92188 1.26059 0.55815
C -2.36391 0.06902 -0.29836
O -1.21673 -0.36896 -1.03424
C -0.29936 -1.02227 -0.27624
H -2.61733 1.33800 1.41642
H -2.05658 2.18907 -0.03028
H -3.15788 0.32161 -1.01136
H -2.67965 -0.75349 0.35973
O -0.55701 -2.11790 0.26826
Tm 1.29696 1.45827 -0.02398
Li 1.42808 -2.55542 0.17848

---

10
Properties=species:S:1:pos:R:3 method="wB97M-V/def2-TZVPD" total_charge=+1 e_homo_ev="-12.01 / -11.42"
C 0.61032 -2.13547 -0.38094
O 0.41316 1.02675 -1.01721
C -0.02414 0.93218 0.39373
C -0.71820 -0.36257 0.48612
O 0.46233 -1.24272 0.64470
Lu 2.31784 -0.21759 -0.19697
H 0.39954 1.93981 -1.31452
H -0.63914 1.79817 0.66086
H -1.50821 -0.43512 -0.28741
H -1.31350 -1.30345 1.01165

---

12
Properties=species:S:1:pos:R:3 method="wB97M-V/def2-TZVPD" total_charge=+2 spin_multiplicity=2 e_homo_ev="-16.87 / -16.87"
C -0.15362 0.48845 0.91153
O -0.92644 1.29262 1.40567
O 1.19189 0.55895 1.00012
C 1.69627 -0.63506 0.53686
O -0.49201 -0.73682 0.56080
C 0.65928 -1.37588 0.12869
Lu -1.30180 3.15555 2.81959
H 0.56299 -2.39176 -0.23569
H 2.77100 -0.72923 0.42882
O -1.65674 -0.07745 -2.42255
H -0.72359 -0.38628 -2.41653
H -1.62722 0.83692 -2.71731

---

8
Properties=species:S:1:pos:R:3 method="wB97M-V/def2-TZVPD" total_charge=+1 e_homo_ev=-16.03
C 2.36824 -0.12622 -0.06187
C -1.34980 0.51509 -0.13213
C -2.14417 -0.41298 -0.08600
N 1.24856 0.01621 -0.29441
H 3.36859 -0.36890 0.18521
H 0.13969 0.30592 -0.02255
H -1.12958 1.47948 0.16922
H -2.50152 -1.40859 0.24252

---

9
Properties=species:S:1:pos:R:3 method="wB97M-V/def2-TZVPD" smiles=N#C[C@H]1CN1 total_charge=0 e_homo_ev=-10.69
N -2.76272 -0.67143 -0.10653
C -1.62162 -0.65477 -0.03482
C 0.05747 -0.60569 0.10515
C 0.62625 0.67939 -0.45104
N 0.43338 0.45740 0.99395
H 0.52313 -1.46764 -0.17445
H 1.51967 0.48190 -0.95755
H -0.04133 1.31063 -0.90314
H 1.26578 0.47021 1.52843

---

9
Properties=species:S:1:pos:R:3 method="wB97M-V/def2-TZVPD" smiles="C1=NN=CC1" total_charge=0 e_homo_ev=-10.28
C 1.05046 -0.42231 0.26616
N 1.38997 0.14616 -0.84514
N 0.23398 0.68931 -1.51636
C -0.72091 0.51894 -0.66547
C -0.39916 -0.23282 0.58108
H 1.70094 -0.98889 0.96467
H -1.73446 0.89418 -0.90944
H -0.96588 -1.11690 0.71934
H -0.55494 0.51234 1.40516

---

9
Properties=species:S:1:pos:R:3 method="wB97M-V/def2-TZVPD" smiles="C1=NN=CC1" total_charge=0 e_homo_ev=-9.52
C -0.99493 0.16399 0.57749
N -0.67083 1.39604 0.30059
N 0.40503 1.46363 -0.45775
C 1.00178 0.30194 -0.58648
C 0.13148 -0.69183 0.13324
H -1.99077 -0.43188 0.80695
H 1.89726 0.27057 -1.34019
H 0.50602 -1.09799 1.11080
H -0.28505 -1.37446 -0.54465

---

9
Properties=species:S:1:pos:R:3 method="wB97M-V/def2-TZVPD" smiles="[H]/N=C(/N)C#C" total_charge=0 e_homo_ev=-9.25
H 0.76417 -2.14792 -0.08074
N 1.31609 -1.25616 0.03604
C 0.54980 -0.19571 -0.04781
N 1.10558 0.99900 -0.08527
C -0.95526 -0.30813 -0.21814
C -2.15914 -0.11020 -0.01093
H 0.47414 1.85058 0.34350
H 2.11175 1.05018 -0.16618
H -3.20713 0.11836 0.22954

---

Number 1: total energy -14958.8618 eV. Number 2: total energy -52612.4874 eV. Number 3: total energy -7474.9708 eV. Number 4: total energy -29447.2911 eV. Number 5: total energy -41094.6511 eV. Number 6: total energy -40874.0473 eV. Number 7: total energy -44965.1768 eV. Number 8: total energy -4653.7214 eV. Number 9: total energy -6153.2598 eV. Number 10: total energy -6154.1244 eV. Number 11: total energy -6153.0907 eV. Number 12: total energy -6153.1886 eV.